Entry 1:
Below is a 6-piece molecular cluster, C5H20NO6 overall at a distorted geometry, with properties calculated with the ωB97M-V functional and the def2-TZVPD basis.

## Properties
- Relative energy (zero: lowest compared OMol25 entry of this formula, charge and spin): 3.612 eV
- Largest force on an atom: 8.8 eV/A
- Highest occupied orbital energy: -4.578 eV

Structure (ORCA input):
```
! wB97M-V def2-TZVPD RIJCOSX def2/J DEFGRID3
* xyz -1 1
C 1.2398 2.0932 -0.3888
O 0.2500 2.1980 -1.2636
C 0.7725 1.4863 1.0713
C 0.5003 0.0296 1.0149
C -0.5233 -0.4147 2.0308
C -0.3144 -0.3211 3.3500
N -1.7262 -0.7942 1.4751
H 1.4439 3.1125 0.0444
H 2.0398 1.3782 -0.9168
H -0.1775 2.0005 1.1139
H 1.3901 1.7420 1.8704
H 0.2085 -0.2979 0.0366
H 1.4029 -0.6422 1.5805
H -1.0567 -0.5913 4.0827
H 0.4709 0.1116 3.9439
H -2.0174 -0.4705 0.4558
H -2.3666 -1.2133 2.0665
H 2.0580 -0.0409 -3.7745
H 1.8385 -0.0730 -2.3203
O 2.4714 -0.3245 -3.0806
H -1.1204 0.0480 -2.7014
H -0.3841 1.2658 -1.5788
O -1.1121 0.2004 -1.8289
H 2.8605 -2.3098 -0.4479
H 1.7959 -2.9168 0.4929
O 2.7871 -2.7765 0.3755
H -2.7095 1.8070 -0.2754
H -2.4356 0.8310 -1.4164
O -3.2026 1.0703 -0.6987
H -1.0860 -2.0264 -2.0603
H -1.8836 -1.6858 -0.9250
O -1.4142 -2.4755 -1.3282
*
```

For reference, the natural (NBO) charges in units of e are: number 1, C, carries -0.007; number 2, O, carries -0.851; number 3, C, carries -0.440; number 4, C, carries -0.465; number 5, C, carries 0.242; number 6, C, carries -0.630; number 7, N, carries -0.839; number 8, H, carries 0.148; number 9, H, carries 0.106; number 10, H, carries 0.195; number 11, H, carries 0.191; number 12, H, carries 0.240; number 13, H, carries 0.217; number 14, H, carries 0.174; number 15, H, carries 0.199; number 16, H, carries 0.430; number 17, H, carries 0.372; number 18, H, carries 0.447; number 19, H, carries 0.486; number 20, O, carries -0.934; number 21, H, carries 0.438; number 22, H, carries 0.499; number 23, O, carries -1.137; number 24, H, carries 0.473; number 25, H, carries 0.483; number 26, O, carries -0.953; number 27, H, carries 0.456; number 28, H, carries 0.502; number 29, O, carries -1.036; number 30, H, carries 0.462; number 31, H, carries 0.483; number 32, O, carries -0.951



Entry 2:
Below is C21H18ClN3O2 as an isolated structure at a distorted geometry, with properties calculated with the ωB97M-V functional and the def2-TZVPD basis.

## Properties
- Relative energy (zero: lowest compared OMol25 entry of this formula, charge and spin): 18.333 eV
- Largest force on an atom: 16.4 eV/A
- Highest occupied orbital energy: -7.919 eV

Structure (ORCA input):
```
! wB97M-V def2-TZVPD RIJCOSX def2/J DEFGRID3
* xyz 0 1
C -0.6094 -3.9873 -5.9388
C -0.0084 -2.9705 -5.1072
O -0.2422 -3.4018 -3.8347
C 0.1650 -2.5706 -2.6769
C 0.8547 -1.2524 -2.8016
C 1.3494 -0.7451 -1.5011
C 0.9485 -1.2495 -0.1311
C 0.3420 -2.2766 -0.2887
C -0.0621 -2.9563 -1.3768
H -0.7809 -3.9311 -1.3044
H 0.2091 -2.8156 0.7610
N 1.6781 -0.4946 0.8289
C 1.3075 0.9901 0.9492
C 2.5201 1.2503 1.9834
C 3.8503 1.3201 1.9232
C 4.5131 1.6786 3.2019
C 3.7143 2.3516 4.1650
C 2.4533 2.4261 4.2289
C 1.8661 1.8850 2.9220
C 0.3742 1.8054 2.9053
O -0.5006 2.4254 3.5164
N 0.2816 1.1810 1.7602
C -0.9144 1.0319 0.9137
N -0.8268 0.6724 -0.2393
C -1.7269 0.7015 -1.2994
C -3.2274 0.6510 -0.6866
C -3.5480 1.1253 0.7537
C -2.1276 1.2093 1.4157
H -2.3666 1.5197 2.6704
H -4.4340 1.0984 1.1652
Cl -4.4793 0.3787 -1.6799
H -1.7264 0.4355 -2.1938
H 1.9942 2.8706 4.9360
H 4.3610 2.8182 4.9805
H 5.5701 1.6942 3.1222
H 4.4946 0.5942 1.1125
H 1.5960 1.4281 -0.1124
H 1.2141 -1.2880 1.8290
H 2.0716 0.0901 -1.6904
H 1.4222 -1.1151 -3.5771
H 1.0193 -3.0224 -5.0715
H -0.2520 -2.0409 -4.9469
H -1.6515 -3.8656 -5.7122
H -0.4500 -3.5591 -6.8895
H -0.0755 -4.8147 -5.7301
*
```

For reference, the natural (NBO) charges in units of e are: number 1, C, carries -0.612; number 2, C, carries -0.055; number 3, O, carries -0.525; number 4, C, carries 0.300; number 5, C, carries -0.321; number 6, C, carries -0.138; number 7, C, carries 0.101; number 8, C, carries -0.186; number 9, C, carries -0.295; number 10, H, carries 0.231; number 11, H, carries 0.178; number 12, N, carries -0.589; number 13, C, carries 0.127; number 14, C, carries -0.040; number 15, C, carries -0.183; number 16, C, carries -0.169; number 17, C, carries -0.220; number 18, C, carries -0.143; number 19, C, carries -0.109; number 20, C, carries 0.670; number 21, O, carries -0.589; number 22, N, carries -0.469; number 23, C, carries 0.244; number 24, N, carries -0.413; number 25, C, carries 0.070; number 26, C, carries -0.126; number 27, C, carries -0.167; number 28, C, carries -0.144; number 29, H, carries 0.255; number 30, H, carries 0.206; number 31, Cl, carries 0.088; number 32, H, carries 0.180; number 33, H, carries 0.212; number 34, H, carries 0.201; number 35, H, carries 0.217; number 36, H, carries 0.231; number 37, H, carries 0.272; number 38, H, carries 0.336; number 39, H, carries 0.198; number 40, H, carries 0.195; number 41, H, carries 0.153; number 42, H, carries 0.176; number 43, H, carries 0.220; number 44, H, carries 0.208; number 45, H, carries 0.223



Entry 3:
Below is a 2-piece molecular cluster, C2H9N3 overall at a distorted geometry, with properties calculated with the ωB97M-V functional and the def2-TZVPD basis.

## Properties
- Relative energy (zero: lowest compared OMol25 entry of this formula, charge and spin): 1.435 eV
- Largest force on an atom: 1.1 eV/A
- Highest occupied orbital energy: -9.627 eV

Structure (ORCA input):
```
! wB97M-V def2-TZVPD RIJCOSX def2/J DEFGRID3
* xyz 0 1
C 0.4630 -0.9442 2.0935
N 1.5844 -0.5095 2.4738
H 0.0859 -1.9536 2.2508
H -0.2688 -0.3073 1.5971
H 1.7475 0.4168 2.0944
N -1.4764 1.3474 -1.4073
C -0.2544 0.6405 -1.7281
N -0.0997 -0.6226 -0.9939
H -2.2513 0.7164 -1.4389
H -1.4512 1.7369 -0.4767
H -0.2391 0.4811 -2.8066
H 0.5714 1.3066 -1.4798
H -0.4357 -1.4106 -1.5410
H 0.8671 -0.8945 -0.8784
*
```

For reference, the natural (NBO) charges in units of e are: number 1, C, carries -0.031; number 2, N, carries -0.612; number 3, H, carries 0.156; number 4, H, carries 0.152; number 5, H, carries 0.329; number 6, N, carries -0.827; number 7, C, carries -0.059; number 8, N, carries -0.864; number 9, H, carries 0.351; number 10, H, carries 0.353; number 11, H, carries 0.162; number 12, H, carries 0.178; number 13, H, carries 0.353; number 14, H, carries 0.360



Question: The highest relative energy (zero: lowest compared OMol25 entry of this formula, charge and spin) belongs to which entry?
Answer: C21H18ClN3O2



Copy entry 1 word for word.
Below is a 6-piece molecular cluster, C5H20NO6 overall at a distorted geometry, with properties calculated with the ωB97M-V functional and the def2-TZVPD basis.

## Properties
- Relative energy (zero: lowest compared OMol25 entry of this formula, charge and spin): 3.612 eV
- Largest force on an atom: 8.8 eV/A
- Highest occupied orbital energy: -4.578 eV

Structure (ORCA input):
```
! wB97M-V def2-TZVPD RIJCOSX def2/J DEFGRID3
* xyz -1 1
C 1.2398 2.0932 -0.3888
O 0.2500 2.1980 -1.2636
C 0.7725 1.4863 1.0713
C 0.5003 0.0296 1.0149
C -0.5233 -0.4147 2.0308
C -0.3144 -0.3211 3.3500
N -1.7262 -0.7942 1.4751
H 1.4439 3.1125 0.0444
H 2.0398 1.3782 -0.9168
H -0.1775 2.0005 1.1139
H 1.3901 1.7420 1.8704
H 0.2085 -0.2979 0.0366
H 1.4029 -0.6422 1.5805
H -1.0567 -0.5913 4.0827
H 0.4709 0.1116 3.9439
H -2.0174 -0.4705 0.4558
H -2.3666 -1.2133 2.0665
H 2.0580 -0.0409 -3.7745
H 1.8385 -0.0730 -2.3203
O 2.4714 -0.3245 -3.0806
H -1.1204 0.0480 -2.7014
H -0.3841 1.2658 -1.5788
O -1.1121 0.2004 -1.8289
H 2.8605 -2.3098 -0.4479
H 1.7959 -2.9168 0.4929
O 2.7871 -2.7765 0.3755
H -2.7095 1.8070 -0.2754
H -2.4356 0.8310 -1.4164
O -3.2026 1.0703 -0.6987
H -1.0860 -2.0264 -2.0603
H -1.8836 -1.6858 -0.9250
O -1.4142 -2.4755 -1.3282
*
```

For reference, the natural (NBO) charges in units of e are: number 1, C, carries -0.007; number 2, O, carries -0.851; number 3, C, carries -0.440; number 4, C, carries -0.465; number 5, C, carries 0.242; number 6, C, carries -0.630; number 7, N, carries -0.839; number 8, H, carries 0.148; number 9, H, carries 0.106; number 10, H, carries 0.195; number 11, H, carries 0.191; number 12, H, carries 0.240; number 13, H, carries 0.217; number 14, H, carries 0.174; number 15, H, carries 0.199; number 16, H, carries 0.430; number 17, H, carries 0.372; number 18, H, carries 0.447; number 19, H, carries 0.486; number 20, O, carries -0.934; number 21, H, carries 0.438; number 22, H, carries 0.499; number 23, O, carries -1.137; number 24, H, carries 0.473; number 25, H, carries 0.483; number 26, O, carries -0.953; number 27, H, carries 0.456; number 28, H, carries 0.502; number 29, O, carries -1.036; number 30, H, carries 0.462; number 31, H, carries 0.483; number 32, O, carries -0.951



Question: Which value of largest force on an atom does entry 1 give?
Answer: 8.8 eV/A



Question: Look up the relative energy (zero: lowest compared OMol25 entry of this formula, charge and spin) of the third one.
Answer: 1.435 eV